Model a:
{"formula": "C5H20O5", "method": "wB97M-V/def2-TZVPD", "symbols": ["C", "O", "H", "H", "H", "H", "C", "O", "H", "H", "H", "H", "C", "O", "H", "H", "H", "H", "C", "O", "H", "H", "H", "H", "C", "O", "H", "H", "H", "H"], "xyz": [[-1.241, -30.780, -2.777], [0.024, -30.141, -3.055], [-1.652, -31.202, -3.634], [-1.839, -29.871, -2.485], [-1.129, -31.455, -1.895], [0.921, -30.654, -3.181], [2.340, -37.618, -3.706], [2.041, -38.927, -3.827], [2.015, -37.065, -4.479], [3.439, -37.541, -3.885], [2.234, -37.117, -2.778], [2.569, -39.607, -3.197], [3.002, -31.398, -4.059], [1.714, -32.062, -3.958], [3.118, -30.916, -5.074], [3.647, -32.313, -4.002], [3.144, -30.769, -3.208], [1.783, -32.670, -4.921], [-0.040, -34.397, -1.948], [1.288, -34.491, -2.383], [-0.717, -34.322, -2.973], [-0.034, -33.433, -1.353], [-0.520, -35.254, -1.590], [1.361, -33.603, -2.619], [-3.655, -34.549, -1.427], [-3.507, -33.203, -1.707], [-4.112, -35.046, -2.402], [-4.029, -34.815, -0.375], [-2.708, -34.995, -1.273], [-4.317, -32.688, -1.278]], "multiplicity": 1, "gap_ev": 9.9}

=====

Model b:
{"formula": "C5H20O5", "method": "wB97M-V/def2-TZVPD", "symbols": ["C", "O", "H", "H", "H", "H", "C", "O", "H", "H", "H", "H", "C", "O", "H", "H", "H", "H", "C", "O", "H", "H", "H", "H", "C", "O", "H", "H", "H", "H"], "xyz": [[2.965, 0.590, -2.877], [4.265, 1.140, -2.801], [2.348, 1.248, -3.488], [2.958, -0.400, -3.342], [2.522, 0.496, -1.878], [4.908, 0.428, -2.774], [-1.274, 0.528, -0.541], [-0.631, 1.634, -1.168], [-0.790, 0.196, 0.383], [-2.286, 0.821, -0.276], [-1.339, -0.338, -1.209], [0.164, 1.314, -1.601], [-0.397, -3.937, 0.731], [-0.896, -2.681, 0.296], [0.636, -3.859, 1.087], [-1.001, -4.267, 1.576], [-0.456, -4.699, -0.049], [-0.490, -2.521, -0.560], [1.535, 4.272, 0.813], [0.285, 4.369, 0.153], [1.774, 5.270, 1.171], [1.492, 3.620, 1.695], [2.320, 3.895, 0.153], [-0.107, 3.503, -0.005], [-3.166, -1.724, 2.765], [-3.279, -1.506, 1.373], [-2.153, -1.514, 3.137], [-3.857, -1.046, 3.258], [-3.413, -2.757, 3.037], [-2.634, -2.075, 0.939]], "multiplicity": 1, "gap_ev": 9.9}

=====

Order of stability, best first: model b, model a

=====

Model a:
{"formula": "C2H4O2S", "method": "wB97M-V/def2-TZVPD", "symbols": ["O", "C", "O", "C", "S", "H", "H", "H", "H"], "xyz": [[0.602, 1.681, 0.063], [0.700, 0.489, 0.016], [1.868, -0.156, 0.022], [-0.477, -0.449, 0.077], [-2.086, 0.304, 0.021], [1.708, -1.061, -0.201], [-0.394, -1.124, -0.769], [-0.414, -1.144, 0.972], [-1.508, 1.460, -0.201]], "multiplicity": 1, "gap_ev": 9.8}

=====

Model b:
{"formula": "C2H4O2S", "method": "wB97M-V/def2-TZVPD", "symbols": ["O", "S", "O", "C", "C", "H", "H", "H", "H"], "xyz": [[-1.912, -1.233, 0.077], [-1.076, -0.068, 0.025], [-1.770, 1.178, -0.041], [0.576, 0.000, 0.875], [0.501, 0.040, -0.808], [1.182, -0.943, 1.097], [0.861, 0.813, 1.424], [0.749, 1.035, -1.427], [0.889, -0.822, -1.222]], "multiplicity": 1, "gap_ev": 11.1}

=====

Order of stability, best first: model a, model b

=====

Model a:
{"formula": "C2H4O2S", "method": "wB97M-V/def2-TZVPD", "symbols": ["C", "C", "O", "O", "S", "H", "H", "H", "H"], "xyz": [[0.103, 0.302, 0.092], [-0.459, -0.947, -0.469], [-0.095, 2.370, 1.829], [1.332, 0.731, -0.180], [-0.856, 1.211, 1.355], [-1.543, -0.891, -0.476], [-0.173, -1.806, 0.144], [-0.100, -1.125, -1.483], [1.792, 0.156, -0.811]], "multiplicity": 1, "gap_ev": [8.2, 8.2]}

=====

Model b:
{"formula": "C2H4O2S", "method": "wB97M-V/def2-TZVPD", "symbols": ["C", "C", "S", "H", "H", "O", "O", "H", "H"], "xyz": [[1.014, 0.060, -0.841], [1.411, -1.193, -0.709], [1.888, -2.665, -0.611], [0.346, 0.316, -1.588], [1.465, 0.629, 0.004], [-2.440, 0.256, 1.024], [-1.918, -0.499, -0.064], [-3.392, 0.132, 1.186], [-1.064, -0.748, 0.136]], "multiplicity": 1, "gap_ev": 8.7}

=====

Model c:
{"formula": "C2H4O2S", "method": "wB97M-V/def2-TZVPD", "symbols": ["C", "C", "O", "O", "S", "H", "H", "H", "H"], "xyz": [[-0.515, 1.133, 0.324], [0.934, -2.059, -1.050], [0.432, -2.901, -1.680], [-1.273, 3.285, 1.589], [-0.639, 2.002, 1.813], [-0.487, 1.879, -0.428], [-0.626, 0.118, 0.452], [1.520, -2.474, -0.064], [0.654, -0.982, -0.958]], "multiplicity": 1, "gap_ev": 8.7}

=====

Order of stability, best first: model a, model c, model b

=====

Model a:
{"formula": "C6H10", "method": "wB97M-V/def2-TZVPD", "symbols": ["C", "C", "C", "C", "C", "C", "H", "H", "H", "H", "H", "H", "H", "H", "H", "H"], "xyz": [[1.019, -0.430, -1.713], [0.430, 0.812, -1.053], [-0.440, 0.390, 0.121], [-1.787, 0.164, -0.065], [-0.012, -0.676, 2.352], [0.267, 0.220, 1.340], [1.625, -1.026, -1.036], [1.521, -0.194, -2.654], [0.209, -1.158, -1.854], [-0.032, 1.496, -1.780], [1.211, 1.459, -0.635], [-2.377, -0.198, 0.755], [-2.323, 0.286, -0.971], [0.329, -0.593, 3.372], [-0.717, -1.491, 2.331], [1.077, 0.938, 1.489]], "multiplicity": 2, "total_charge": -1, "gap_ev": [4.1, 7.1]}

=====

Model b:
{"formula": "C6H10", "method": "wB97M-V/def2-TZVPD", "symbols": ["C", "C", "C", "C", "C", "C", "H", "H", "H", "H", "H", "H", "H", "H", "H", "H"], "xyz": [[-1.290, -0.809, -1.439], [-0.620, -1.961, -1.334], [-1.468, 0.126, -0.219], [-0.323, 0.197, 0.697], [0.836, 0.868, 0.430], [1.908, 1.279, 1.406], [-2.003, -0.811, -2.275], [0.331, -2.073, -0.811], [-0.570, -2.675, -2.171], [-1.532, 1.156, -0.656], [-2.472, -0.154, 0.101], [-0.332, -0.195, 1.714], [1.008, 1.146, -0.615], [1.603, 1.018, 2.435], [2.733, 0.569, 1.307], [2.192, 2.321, 1.429]], "multiplicity": 2, "total_charge": -1, "gap_ev": [2.9, 8.2]}

=====

Order of stability, best first: model a, model b

=====

Model a:
{"formula": "CH5N5", "method": "wB97M-V/def2-TZVPD", "symbols": ["N", "N", "C", "N", "N", "N", "H", "H", "H", "H", "H"], "xyz": [[-0.009, -0.692, 0.628], [0.929, -1.688, 0.277], [0.903, 1.357, -0.313], [-0.977, -0.643, -0.249], [-1.834, 0.307, -0.083], [-0.112, 1.854, -0.645], [0.572, -2.246, -0.498], [1.092, -2.274, 1.087], [-1.653, 0.759, 0.832], [-0.447, 2.674, -1.130], [1.535, 0.593, 0.094]], "multiplicity": 1, "gap_ev": [7.6, 7.6]}

=====

Model b:
{"formula": "CH5N5", "method": "wB97M-V/def2-TZVPD", "symbols": ["C", "N", "N", "N", "N", "N", "H", "H", "H", "H", "H"], "xyz": [[-0.273, -0.978, 1.068], [-2.174, 0.454, -2.812], [-1.130, 0.586, -2.426], [-0.776, 0.157, 1.279], [-0.040, 0.369, -2.108], [0.875, 1.103, -1.235], [-0.266, -1.447, 0.014], [0.404, -1.397, 1.800], [-1.447, 0.449, 0.612], [1.527, 0.468, -0.806], [1.479, 1.691, -1.901]], "multiplicity": 1, "gap_ev": 10.0}

=====

Order of stability, best first: model b, model a

=====

Model a:
{"formula": "C3H7NOS", "method": "wB97M-V/def2-TZVPD", "symbols": ["N", "C", "C", "O", "C", "S", "H", "H", "H", "H", "H", "H", "H"], "xyz": [[0.438, -1.516, 0.631], [0.121, -0.514, -0.350], [-1.374, 0.348, -0.171], [-2.473, -0.331, -0.141], [1.130, 0.703, -0.366], [1.992, 1.227, 1.160], [0.906, -1.121, 1.533], [-0.491, -1.848, 1.070], [-0.128, -1.031, -1.396], [-1.403, 1.194, -0.912], [-1.207, 0.883, 0.834], [0.678, 1.599, -0.745], [1.811, 0.406, -1.146]], "multiplicity": 1, "total_charge": -2, "gap_ev": 4.8}

=====

Model b:
{"formula": "C3H7NOS", "method": "wB97M-V/def2-TZVPD", "symbols": ["O", "C", "N", "C", "C", "S", "H", "H", "H", "H", "H", "H", "H"], "xyz": [[2.605, 1.127, 0.241], [1.995, 0.085, -0.324], [0.535, 0.287, -0.667], [-0.395, 0.096, 0.438], [-1.714, -0.543, 0.028], [-3.249, 0.152, 0.914], [2.475, -0.191, -1.298], [1.901, -0.812, 0.331], [0.418, 1.227, -1.036], [-0.711, 1.006, 0.960], [0.079, -0.425, 1.283], [-1.919, -1.613, 0.143], [-2.020, -0.398, -1.014]], "multiplicity": 1, "total_charge": -2, "gap_ev": 5.7}

=====

Model c:
{"formula": "C3H7NOS", "method": "wB97M-V/def2-TZVPD", "symbols": ["N", "C", "C", "O", "C", "S", "H", "H", "H", "H", "H", "H", "H"], "xyz": [[-0.671, -0.528, 1.442], [0.386, -0.668, 0.413], [1.409, 0.480, 0.556], [1.796, 0.701, 1.853], [-0.237, -0.873, -0.969], [-1.462, 0.337, -1.592], [-1.433, -0.036, 0.980], [-0.223, 0.094, 2.117], [0.900, -1.611, 0.653], [2.255, 0.194, -0.113], [0.929, 1.370, 0.089], [0.583, -0.943, -1.700], [-0.659, -1.894, -0.960]], "multiplicity": 1, "total_charge": -2, "gap_ev": 5.2}

=====

Order of stability, best first: model c, model b, model a

=====

Model a:
{"formula": "C7H7N4", "method": "wB97M-V/def2-TZVPD", "symbols": ["C", "C", "C", "N", "C", "N", "C", "C", "N", "C", "N", "H", "H", "H", "H", "H", "H", "H"], "xyz": [[0.888, -0.927, 2.337], [0.107, -0.752, 1.240], [0.509, -0.262, -0.004], [1.709, 0.063, -0.459], [1.600, 0.456, -1.785], [0.383, 0.578, -2.138], [-0.430, 0.146, -1.079], [-1.115, 1.388, -0.363], [-2.260, 0.980, -0.091], [-2.509, -0.339, -0.556], [-1.509, -0.765, -1.211], [0.426, -1.056, 3.301], [1.949, -0.756, 2.353], [-1.010, -0.937, 1.260], [2.692, -0.065, -0.138], [2.532, 0.800, -2.181], [-0.700, 2.397, -0.093], [-3.263, -0.949, -0.394]], "multiplicity": 1, "total_charge": 1, "gap_ev": 8.3}

=====

Model b:
{"formula": "C7H7N4", "method": "wB97M-V/def2-TZVPD", "symbols": ["C", "C", "C", "N", "C", "N", "C", "N", "C", "N", "C", "H", "H", "H", "H", "H", "H", "H"], "xyz": [[-1.727, 1.258, 0.418], [-1.386, 0.329, -0.433], [-0.024, 0.066, -0.270], [1.016, 0.761, 0.384], [2.176, 0.222, 0.972], [2.492, -1.103, 0.906], [1.753, -1.940, 0.158], [1.583, -3.106, -0.176], [0.230, -3.381, -0.767], [-0.378, -2.280, -1.033], [0.541, -1.152, -0.878], [-2.798, 1.629, 0.461], [-0.940, 1.649, 1.115], [-1.993, -0.254, -1.119], [0.622, 1.672, 0.571], [2.829, 0.846, 1.426], [-0.112, -4.335, -0.781], [1.404, -1.239, -1.605]], "multiplicity": 1, "total_charge": 1, "gap_ev": [7.2, 7.2]}

=====

Order of stability, best first: model a, model b